Molecular formula: C26H46ClO2PPb
Method: DFT, wB97M-V/def2-TZVPD

Calculated values
* LUMO (alpha / beta): -1.43 / 0.39 eV
* HOMO-LUMO gap (alpha / beta): 0.2202 / 0.2649 hartree

XYZ file:
```
77
C26H46ClO2PPb wB97M-V/def2-TZVPD
Pb 0.059 0.221 -0.133
P -1.934 -1.553 -0.827
Cl -1.974 1.362 1.071
C 0.130 -1.098 1.656
H 0.963 -1.853 1.804
H -0.523 -0.722 2.506
C -2.732 -0.236 -1.872
C -2.863 -1.867 0.722
C -3.778 -0.847 -2.799
H -3.214 0.397 -1.105
C -4.541 0.282 -3.498
H -3.277 -1.473 -3.553
H -4.473 -1.492 -2.240
C -3.595 1.208 -4.270
H -5.288 -0.151 -4.170
H -5.078 0.868 -2.740
C -2.505 1.776 -3.363
H -3.124 0.639 -5.081
H -4.157 2.023 -4.736
C -1.743 0.655 -2.654
H -1.800 2.391 -3.933
H -2.960 2.422 -2.598
H -1.180 0.048 -3.381
H -1.015 1.143 -1.982
C -1.426 -3.065 -1.660
C -2.299 -3.076 1.476
H -2.670 -0.969 1.332
C -3.044 -3.206 2.807
H -2.456 -3.987 0.880
H -1.219 -2.933 1.638
C -4.555 -3.289 2.593
H -2.680 -4.089 3.338
H -2.812 -2.328 3.423
C -5.080 -2.087 1.804
H -4.791 -4.209 2.044
H -5.069 -3.356 3.557
C -4.367 -1.934 0.461
H -6.155 -2.176 1.632
H -4.912 -1.173 2.387
H -4.600 -2.787 -0.191
H -4.711 -1.021 -0.048
C -0.676 -2.850 -2.983
H -0.745 -3.545 -0.936
C -0.243 -4.210 -3.536
H -1.339 -2.343 -3.699
H 0.208 -2.221 -2.851
C -1.438 -5.150 -3.707
H 0.272 -4.062 -4.490
H 0.477 -4.664 -2.840
C -2.222 -5.293 -2.400
H -2.104 -4.746 -4.481
H -1.102 -6.132 -4.055
C -2.662 -3.932 -1.856
H -3.107 -5.917 -2.542
H -1.587 -5.782 -1.648
H -3.334 -3.440 -2.572
H -3.215 -4.058 -0.918
C 1.733 -0.610 -1.760
C 1.817 -1.631 -0.812
H 0.912 -0.573 -2.502
C 2.955 -1.731 0.148
H 1.060 -2.422 -0.795
C 3.796 -0.447 0.194
H 2.646 -2.028 1.159
H 3.572 -2.545 -0.262
C 4.110 0.040 -1.219
H 3.239 0.340 0.720
H 4.717 -0.632 0.755
C 2.842 0.376 -2.021
H 4.767 0.914 -1.192
H 4.649 -0.757 -1.745
H 2.537 1.415 -1.813
H 3.044 0.318 -3.101
O 0.546 1.657 2.830
C 1.351 1.986 1.950
O 1.536 1.631 0.732
H 2.132 2.745 2.095
```